(1)
Below is a cluster of 2 separate species, C4H11N2 in total, with properties calculated with ωB97M-V with the def2-TZVPD basis set.

The geometry in ORCA input format:
```
! RIJCOSX wB97M-V def2-TZVPD def2/J DEFGRID3
* xyz 1 1
C -1.332 0.007 -0.007
C 1.422 1.322 0.171
C 1.422 -1.390 0.031
C 1.089 0.019 -0.371
N -1.922 1.202 -0.073
N -1.991 -1.144 0.143
H 1.624 1.166 1.203
H 0.671 2.103 0.173
H 2.218 1.689 -0.337
H 0.761 -2.004 -0.444
H 1.691 -1.347 1.105
H 2.355 -1.619 -0.341
H 0.862 -0.029 -1.475
H -1.443 2.070 0.056
H -2.879 1.178 0.205
H -1.520 -1.942 -0.222
H -3.028 -1.280 0.183
*
```

## Properties
- energy above the lowest of the compared OMol25 structures with the same formula, charge and spin (kcal per mole) = 83.5
- frontier orbital gap (eV) = 9.6412
- HOMO level (eV) = -13.95
- E_tot (hartree) = -268.17183

(2)
Below is an isolated molecule of C5H11N, with properties calculated with ωB97M-V with the def2-TZVPD basis set.

The geometry in ORCA input format:
```
! RIJCOSX wB97M-V def2-TZVPD def2/J DEFGRID3
* xyz 0 1
C -2.098 0.399 0.602
C -1.249 -0.311 -0.767
N 0.130 -0.688 -0.574
C 0.432 -0.737 0.833
C 1.046 0.304 -0.039
C 2.466 0.240 -0.561
H -2.992 -0.216 0.711
H -1.839 0.561 1.690
H -2.355 1.409 0.307
H -1.791 -1.241 -0.998
H -1.289 0.309 -1.689
H -0.467 -0.373 1.340
H 0.961 -1.596 1.236
H 0.651 1.314 0.096
H 3.172 0.700 0.139
H 2.553 0.768 -1.519
H 2.769 -0.799 -0.724
*
```

## Properties
- energy above the lowest of the compared OMol25 structures with the same formula, charge and spin (kcal per mole) = 60.8
- SMILES = CCN1C[C@H]1C
- frontier orbital gap (eV) = 10.1562
- HOMO level (eV) = -8.99
- E_tot (hartree) = -251.76569

(3)
Below is an isolated molecule of C20H21NO5S, with properties calculated with ωB97M-V with the def2-TZVPD basis set.

The geometry in ORCA input format:
```
! RIJCOSX wB97M-V def2-TZVPD def2/J DEFGRID3
* xyz 0 1
C -5.686 2.192 -3.229
C -4.308 1.707 -3.662
O -4.093 0.525 -2.914
C -2.738 0.074 -2.792
C -2.697 -0.666 -1.461
C -1.250 -0.971 -1.087
C -0.353 0.050 -0.726
C 1.023 -0.317 -0.493
C 1.483 -1.640 -0.573
O 2.766 -2.035 -0.344
C 3.723 -1.175 0.321
C 3.333 -0.664 1.668
N 3.391 0.679 1.925
C 2.997 0.754 3.188
C 2.805 1.992 3.883
C 2.119 2.158 5.193
C 2.169 3.468 5.606
S 3.028 4.542 4.490
C 3.287 3.183 3.413
O 2.757 -0.498 3.780
C 2.952 -1.374 2.770
C 2.777 -2.873 2.872
C 0.533 -2.620 -0.901
C -0.812 -2.297 -1.158
C -2.295 -0.855 -3.973
O -1.573 -0.358 -4.803
O -2.684 -2.176 -3.973
H -5.726 2.425 -2.165
H -5.961 3.140 -3.709
H -6.429 1.407 -3.484
H -3.526 2.464 -3.492
H -4.289 1.513 -4.761
H -2.072 0.899 -2.793
H -3.301 -1.577 -1.497
H -3.183 -0.026 -0.702
H -0.613 1.097 -0.598
H 1.706 0.480 -0.194
H 4.677 -1.698 0.396
H 3.822 -0.311 -0.327
H 1.615 1.358 5.728
H 1.645 3.810 6.491
H 3.766 3.276 2.443
H 1.736 -3.163 3.096
H 3.067 -3.357 1.958
H 3.390 -3.218 3.695
H 0.842 -3.660 -0.970
H -1.526 -3.071 -1.395
H -2.294 -2.591 -4.740
*
```

## Properties
- energy above the lowest of the compared OMol25 structures with the same formula, charge and spin (kcal per mole) = 43.6
- SMILES = CCO[C@@H](Cc1ccc(OCc2nc(-c3ccsc3)oc2C)cc1)C(=O)O
- frontier orbital gap (eV) = 8.6700
- HOMO level (eV) = -8.15
- E_tot (hartree) = -1603.83296

(4)
Below is a structure of composition C34H30Cl2N9O6STi, with properties calculated with ωB97M-V with the def2-TZVPD basis set.

The geometry in ORCA input format:
```
! RIJCOSX wB97M-V def2-TZVPD def2/J DEFGRID3
* xyz 0 2
Ti 0.047 1.855 0.275
O 1.056 3.273 -3.797
C -0.204 3.566 -4.177
C -0.369 4.069 -5.468
C -1.628 4.364 -5.947
C -2.757 4.146 -5.156
C -2.593 3.672 -3.871
C -1.325 3.393 -3.353
C -1.194 2.975 -1.945
O -0.014 2.540 -1.523
N -2.189 3.084 -1.124
N -1.741 2.685 0.128
C -2.514 2.756 1.204
C -1.861 2.434 2.429
C -2.476 2.419 3.691
C -1.731 2.116 4.798
C -0.358 1.855 4.664
C 0.189 1.890 3.410
N -0.534 2.158 2.309
H 1.016 2.867 -2.909
H 0.517 4.220 -6.072
H -1.736 4.773 -6.945
H -3.747 4.355 -5.540
H -3.447 3.517 -3.225
H -3.540 3.094 1.145
H -3.531 2.647 3.766
H -2.197 2.081 5.774
H 0.261 1.628 5.520
H 1.244 1.700 3.251
N -2.166 -0.017 -1.722
N -1.961 -0.392 -3.046
C -0.700 -0.559 -3.507
N -0.648 -0.952 -4.815
S 0.669 -0.356 -2.590
H -2.248 -0.818 -1.104
H -2.967 0.596 -1.650
H -2.715 -0.823 -3.562
H -1.425 -0.728 -5.419
H 0.265 -0.892 -5.232
O 1.032 3.548 0.722
N 2.289 3.548 0.525
N 2.737 2.413 0.198
O 1.930 1.355 0.112
C 4.145 2.210 -0.045
C 4.490 1.309 -1.035
C 5.837 1.089 -1.280
C 6.802 1.754 -0.535
C 6.426 2.642 0.463
C 5.084 2.877 0.719
H 3.717 0.801 -1.597
H 6.130 0.399 -2.060
H 7.851 1.578 -0.733
H 7.178 3.145 1.056
H 4.765 3.559 1.495
Cl -1.488 -4.397 5.391
C -2.341 -4.885 3.957
C -3.475 -5.663 4.099
C -4.167 -6.068 2.970
C -3.744 -5.654 1.719
C -2.620 -4.853 1.597
Cl -2.238 -4.251 0.013
C -1.854 -4.480 2.708
N -0.690 -3.710 2.642
C 0.321 -3.866 1.695
C 0.614 -5.129 1.179
C 1.611 -5.297 0.236
C 2.344 -4.204 -0.206
C 2.087 -2.960 0.347
C 1.103 -2.770 1.313
C 0.963 -1.394 1.940
C -0.378 -0.737 1.680
O -1.354 -0.962 2.358
O -0.400 0.114 0.664
H -3.799 -5.952 5.089
H -5.046 -6.691 3.066
H -4.296 -5.920 0.828
H -0.783 -2.794 3.062
H 0.041 -5.981 1.526
H 1.819 -6.287 -0.149
H 3.111 -4.318 -0.960
H 2.661 -2.098 0.024
H 1.745 -0.767 1.515
H 1.093 -1.443 3.025
*
```

## Properties
- energy above the lowest of the compared OMol25 structures with the same formula, charge and spin (kcal per mole) = 42.0
- frontier orbital gap (alpha / beta) (eV) = 6.2794 / 6.8261
- HOMO level (alpha / beta) (eV) = -6.39 / -7.51
- E_tot (hartree) = -4426.00281

(5)
Below is a cluster of 4 separate species, CH7O5 in total, with properties calculated with ωB97M-V with the def2-TZVPD basis set.

The geometry in ORCA input format:
```
! RIJCOSX wB97M-V def2-TZVPD def2/J DEFGRID3
* xyz -1 1
O 0.700 0.839 -0.571
C 0.841 -0.389 -0.360
O 0.021 -1.150 0.186
H 1.830 -0.736 -0.721
H -1.129 0.299 1.125
H -1.913 1.315 0.395
O -1.994 0.776 1.209
H 0.621 2.530 -1.014
H -0.045 3.915 -1.204
O 0.676 3.379 -1.518
H 0.152 -2.586 0.859
H -0.734 -3.949 0.749
O 0.157 -3.586 0.938
*
```

## Properties
- energy above the lowest of the compared OMol25 structures with the same formula, charge and spin (kcal per mole) = 8.8
- frontier orbital gap (eV) = 9.4549
- HOMO level (eV) = -5.62
- E_tot (hartree) = -418.59327

(6)
Below is the ion C5H12N3 with charge +1, with properties calculated with ωB97M-V with the def2-TZVPD basis set.

The geometry in ORCA input format:
```
! RIJCOSX wB97M-V def2-TZVPD def2/J DEFGRID3
* xyz 1 1
C -3.809 -0.678 -0.252
N -2.587 -0.387 0.369
N -1.953 0.796 0.157
C -0.630 1.010 0.086
C 0.706 0.565 0.046
C 1.466 -0.692 0.178
N 2.795 -0.833 -0.100
C 3.744 0.264 -0.047
H -4.354 0.147 -0.449
H -3.640 -1.184 -1.242
H -4.273 -1.410 0.444
H -2.021 -1.098 0.651
H -2.575 1.623 0.123
H -0.559 2.028 -0.149
H 1.390 1.435 0.091
H 0.919 -1.574 0.352
H 3.200 -1.714 -0.086
H 3.645 1.058 -0.831
H 3.774 0.814 0.981
H 4.764 -0.173 -0.323
*
```

## Properties
- energy above the lowest of the compared OMol25 structures with the same formula, charge and spin (kcal per mole) = 91.1
- SMILES = CNN/C=C\C=[NH+]/C
- frontier orbital gap (eV) = 7.6546
- HOMO level (eV) = -11.88
- E_tot (hartree) = -361.62292